94
Properties=species:S:1:pos:R:3:forces:R:3 method="wB97M-V/def2-TZVPD" total_charge=+1 multiplicity=1
C -6.464432 -2.070326 2.648024 0.302 -0.082 -0.004
N -6.114714 -0.822479 1.963788 -0.447 0.124 0.694
C -7.232325 -0.021177 1.472558 0.030 0.162 -0.273
C -4.817473 -0.494269 1.682604 0.340 -0.214 -1.003
C -4.501770 0.672328 0.908047 -0.402 0.013 -0.195
C -3.281756 0.779508 0.245919 0.335 -0.036 0.592
C -2.202690 -0.069566 0.565313 -0.196 -0.353 0.309
C -0.823042 0.215957 -0.032301 -0.393 1.406 -1.449
C 0.249013 -0.655382 0.426960 3.052 0.345 2.299
C 1.475419 -0.269315 1.024419 -2.022 -0.337 -0.503
C 2.486231 -1.315886 1.317015 0.840 -0.215 0.724
C 2.334754 -2.653943 0.866278 0.261 -0.022 0.391
C 3.169064 -3.661252 1.367167 0.536 0.854 -0.161
C 4.406556 -3.317408 2.013396 -0.254 -0.092 -0.164
N 5.396789 -4.246852 2.215774 0.070 -0.782 -0.052
C 6.805807 -3.872505 2.353703 -0.418 -0.147 0.327
C 5.162054 -5.694755 2.064872 0.177 0.759 -0.191
C 4.613976 -1.976848 2.425839 -0.930 -0.356 -0.449
C 3.607487 -1.048296 2.184699 -0.262 -0.373 -0.642
C 1.825674 1.146243 1.481283 0.122 0.361 -0.336
C 0.880194 2.082759 1.992675 0.604 -0.288 -0.273
C 1.222614 3.414054 2.245305 0.427 -0.071 -0.048
C 2.555616 3.882691 2.069064 -0.121 -0.321 -0.033
N 2.936756 5.182215 2.290863 0.523 0.054 0.053
C 4.338008 5.599258 2.115152 -0.551 0.036 -0.071
C 2.020509 6.302030 2.277833 0.430 0.421 0.326
C 3.521340 2.944688 1.649395 -0.467 -0.130 -0.154
C 3.151193 1.653718 1.306958 -0.722 -0.099 -0.063
C -2.457893 -1.129976 1.482326 -0.011 0.892 -0.310
C -3.746393 -1.382344 1.963949 0.452 0.174 -0.084
H -5.910570 -2.196476 3.588195 -0.091 0.148 -0.193
H -7.535399 -2.085004 2.892503 0.445 0.122 -0.150
H -6.246883 -2.950789 2.022926 -0.045 0.167 0.059
H -7.128724 1.042350 1.744691 -0.118 -0.414 0.043
H -7.313291 -0.063374 0.361724 0.027 -0.057 0.578
H -8.157211 -0.419138 1.922995 0.443 0.354 -0.324
H -5.249179 1.481569 0.831398 0.429 -0.732 -0.381
H -3.120359 1.519832 -0.555592 -0.219 0.009 0.729
H -0.699901 1.343623 -0.038490 0.222 -1.614 0.377
H 0.001682 -1.734950 0.268848 0.550 1.081 0.206
H 1.574551 -2.921308 0.090256 0.601 0.191 1.085
H 2.917659 -4.701359 1.205901 0.197 0.129 -0.430
H 6.997574 -2.858542 1.999891 -0.126 -0.135 -0.051
H 7.115136 -3.937014 3.405476 0.114 0.031 -0.160
H 7.422775 -4.561417 1.764831 -0.127 0.103 0.093
H 4.112685 -5.933313 2.246549 0.239 -0.015 0.048
H 5.444831 -6.031780 1.053192 -0.135 -0.002 0.229
H 5.777841 -6.233273 2.793615 -0.146 0.106 -0.107
H 5.521514 -1.702959 2.964811 -0.455 -0.036 -0.036
H 3.747290 -0.075910 2.652597 -0.278 -0.318 -0.200
H -0.162353 1.775967 2.109516 0.324 0.047 0.201
H 0.483382 4.126108 2.605552 -0.016 -0.402 -0.051
H 5.030604 4.876133 2.545728 -0.099 0.095 -0.036
H 4.569643 5.753849 1.045140 0.056 -0.097 0.299
H 4.494499 6.552667 2.637807 -0.151 -0.275 -0.137
H 0.981436 6.008367 2.171819 0.067 -0.046 -0.016
H 2.155258 6.855752 3.222222 -0.314 -0.003 -0.326
H 2.293107 6.981381 1.450831 -0.252 -0.174 0.188
H 4.551599 3.268749 1.541563 -0.232 -0.291 -0.223
H 3.919396 1.049901 0.830859 -0.236 -0.089 0.179
H -1.636848 -1.788200 1.773731 -0.293 0.146 -0.063
H -3.913594 -2.284718 2.554140 0.056 0.368 -0.117
C 1.121788 2.624668 -1.187349 0.025 -0.121 0.787
C 1.291780 1.563416 -2.264713 -0.509 -0.310 1.002
C 2.012621 2.213340 -3.425718 0.268 -0.192 -0.219
C -0.099133 0.963705 -2.614352 0.031 1.299 -0.255
C -0.024731 0.434657 -4.027619 0.167 -0.589 -0.534
C -1.371768 0.016847 -4.554596 -0.029 -0.330 -0.036
N -2.060681 -0.720502 -3.496230 -0.300 0.028 -0.135
C -3.256144 -1.393945 -3.822416 0.418 -0.217 0.310
C -3.757601 -2.078260 -2.727566 -0.055 -0.320 -0.390
C -4.945756 -2.790622 -2.846594 -0.542 -0.650 0.428
C -5.567913 -2.901213 -4.100184 0.406 0.351 -0.376
C -5.026042 -2.258550 -5.240840 0.551 0.153 1.075
C -3.867656 -1.468518 -5.069833 -0.405 -0.182 -0.832
S -2.674202 -1.953638 -1.352335 -0.360 0.137 -0.323
C -1.668989 -0.786686 -2.184768 0.038 0.431 -1.146
N -0.685605 -0.031288 -1.657881 -2.127 -0.864 -0.385
H 0.318233 3.346706 -1.412068 0.313 -0.196 -0.154
H 0.886185 2.132782 -0.238578 0.097 0.595 -0.556
H 2.057693 3.168934 -1.005528 -0.252 -0.052 -0.106
H 1.883313 0.720139 -1.872435 0.075 0.294 -0.031
H 1.412488 3.005779 -3.866296 -0.108 0.129 -0.129
H 2.920802 2.673801 -3.044222 0.058 0.038 0.025
H 2.313060 1.514018 -4.200156 0.056 -0.008 -0.129
H -0.812611 1.809027 -2.645318 0.115 -0.088 0.112
H 0.369161 1.192104 -4.710851 -0.179 -0.030 0.367
H 0.708038 -0.392328 -4.075733 -0.420 0.093 0.055
H -2.022561 0.846351 -4.883116 0.403 -0.114 0.240
H -1.239380 -0.652172 -5.421122 -0.151 0.144 0.333
H -5.380211 -3.289974 -1.951534 0.373 0.341 -0.866
H -6.465217 -3.507805 -4.221854 0.224 0.195 0.201
H -5.482261 -2.380276 -6.235507 0.263 0.166 0.677
H -3.441395 -0.950125 -5.936806 -0.189 -0.211 0.422


100
Properties=species:S:1:pos:R:3:forces:R:3 method="wB97M-V/def2-TZVPD" total_charge=+2 multiplicity=1 de_lowest_kcal_mol=74.8
Ta -0.068274 -0.233925 -0.119859 0.211 1.102 0.772
C -2.762269 4.456224 1.632566 -0.010 -0.213 -0.020
S -3.754874 3.006409 1.209130 0.028 0.169 0.050
C -2.579775 1.750380 1.081726 0.023 -0.398 -0.076
S -0.895505 2.006300 1.282503 0.743 -1.128 -0.582
N -3.110049 0.579704 0.837443 -1.067 0.610 -0.094
N -2.272448 -0.441885 0.684015 1.698 -0.438 -0.857
C -2.751453 -1.628522 0.831180 -0.300 0.459 0.205
C -1.848802 -2.743677 0.839131 0.235 -0.620 0.016
C -2.277696 -4.010052 1.231931 -0.132 0.320 -0.047
C -1.350022 -5.017426 1.388324 0.267 -0.067 -0.048
C -0.014431 -4.739875 1.118519 -0.203 -0.176 0.005
C 0.330379 -3.473634 0.699448 0.211 0.204 -0.158
N -0.557098 -2.485465 0.568691 -0.032 0.857 -0.607
H -3.412325 5.313485 1.476580 -0.014 0.006 -0.003
H -2.458140 4.411033 2.674967 0.027 0.042 -0.005
H -1.897034 4.520164 0.977668 -0.023 0.099 -0.012
H -3.801582 -1.759919 1.067473 -0.012 0.068 0.034
H -3.328007 -4.167510 1.438252 0.016 -0.017 0.023
H -1.650733 -6.000006 1.725403 -0.014 -0.001 -0.026
H 0.746325 -5.497498 1.236494 0.030 0.012 -0.058
H 1.359834 -3.221856 0.475600 0.013 -0.032 -0.037
C 4.174059 2.360686 0.689418 -0.075 -0.102 0.083
C 3.613477 0.969202 1.011582 0.237 0.168 -0.196
C 4.032524 -0.026360 -0.041542 -0.215 0.096 0.056
C 5.264710 -0.656998 0.058684 0.073 0.100 -0.111
C 5.723190 -1.487232 -0.950852 -0.010 -0.020 -0.003
C 4.967129 -1.654013 -2.097432 0.040 -0.010 0.057
C 3.741891 -1.012705 -2.259137 -0.140 -0.021 0.037
C 3.050404 -1.130659 -3.597884 0.220 0.207 -0.103
C 3.819325 -0.355008 -4.678639 -0.142 -0.057 0.052
C 3.264122 -0.227872 -1.195927 0.323 -0.269 0.080
N 1.974054 0.390187 -1.272114 -1.741 -0.789 0.985
C 1.769721 1.357475 -2.126051 -0.207 0.308 -0.167
C 0.474370 1.848708 -2.316496 0.370 -0.112 -0.058
C -0.065201 2.818479 -3.159087 -0.171 0.100 0.011
C -1.449217 2.794999 -2.955477 0.184 0.105 -0.036
C -1.701013 1.810457 -2.012592 0.020 0.090 0.097
N -0.540833 1.234802 -1.608999 -0.376 -0.945 0.298
H 3.938056 3.068969 1.484459 0.006 0.033 -0.043
H 3.756271 2.746098 -0.242029 0.021 0.010 -0.010
H 5.257102 2.311472 0.579451 0.011 0.058 -0.013
H 2.524286 1.033061 1.081597 0.046 -0.032 0.096
H 3.993868 0.646882 1.982903 -0.011 0.064 -0.183
H 5.884601 -0.469356 0.927984 -0.069 0.156 -0.349
H 6.679723 -1.983489 -0.853357 0.010 0.003 -0.021
H 5.342664 -2.278835 -2.899012 -0.017 0.016 -0.018
H 2.028821 -0.758589 -3.553357 -0.034 -0.073 0.026
H 3.000114 -2.180485 -3.895444 0.024 0.052 -0.004
H 3.930915 0.695524 -4.404550 0.013 0.009 -0.025
H 3.292865 -0.408482 -5.631270 0.031 0.009 -0.007
H 4.817487 -0.767527 -4.816464 0.024 0.023 -0.008
H 2.596291 1.774981 -2.695783 0.069 -0.084 0.018
H 0.485838 3.458238 -3.830400 0.016 -0.023 0.004
H -2.189507 3.407927 -3.441820 -0.002 0.000 0.009
H -2.655252 1.502678 -1.612673 0.034 -0.032 -0.015
C 5.574626 -1.365490 3.329079 -0.032 -0.192 0.144
C 4.332562 -2.098086 3.828892 0.270 0.166 -0.126
N 3.129288 -1.799922 3.046715 -0.059 -0.021 0.193
C 2.315667 -0.764193 3.241881 0.430 0.173 -0.026
S 0.747094 -0.777880 2.522162 -0.389 -0.077 -0.751
N 2.691232 0.214316 4.047578 -0.229 -0.152 0.159
C 1.903722 1.401506 4.394173 0.023 0.214 0.064
C 2.836681 2.569353 4.672206 -0.007 -0.156 -0.073
H 6.453466 -1.727322 3.861323 -0.014 0.021 0.055
H 5.509650 -0.288282 3.491256 0.037 0.026 -0.057
H 5.719012 -1.550901 2.265490 -0.041 -0.147 0.395
H 4.137397 -1.872194 4.880353 -0.042 -0.070 0.007
H 4.489445 -3.172281 3.759120 -0.049 -0.007 0.032
H 2.769501 -2.524360 2.452328 -0.087 -0.015 -0.038
H 3.568457 0.116641 4.540101 0.012 -0.027 -0.029
H 1.286941 1.184043 5.268441 -0.011 -0.035 -0.042
H 1.238478 1.618487 3.561889 -0.021 -0.027 -0.025
H 3.493259 2.351741 5.516469 0.006 0.067 0.012
H 2.256955 3.457516 4.914218 0.006 -0.003 0.040
H 3.450838 2.789070 3.797752 0.008 0.020 0.029
C 0.433043 -6.097457 -2.504134 -0.024 -0.011 0.045
C -0.920841 -5.813494 -2.390954 -0.039 -0.053 0.045
C -1.358422 -4.496270 -2.365637 -0.026 0.014 0.026
C -0.446956 -3.441787 -2.431744 -0.188 0.207 -0.098
C 0.915885 -3.745499 -2.543352 -0.040 0.188 0.072
C 1.351435 -5.059861 -2.589603 0.103 -0.001 0.031
Si -0.949213 -1.639190 -2.505109 0.095 0.431 0.872
C -2.707595 -1.192025 -2.918179 0.195 -0.263 -0.054
C -3.830562 -1.833662 -2.386445 0.087 0.083 0.048
C -5.100517 -1.542629 -2.856637 -0.099 -0.043 0.073
C -5.271571 -0.606288 -3.866680 0.054 0.040 -0.006
C -4.170170 0.059864 -4.386303 -0.062 0.048 -0.028
C -2.900074 -0.230985 -3.917256 0.064 -0.130 -0.013
H 0.770822 -7.125246 -2.537959 -0.010 0.012 -0.027
H -1.641081 -6.620569 -2.339442 0.015 0.008 -0.035
H -2.422558 -4.294665 -2.330412 0.004 -0.024 0.019
H 1.640266 -2.937517 -2.620402 -0.117 -0.165 0.054
H 2.405620 -5.276164 -2.710963 -0.002 -0.008 0.031
H -0.053982 -0.984369 -3.481354 0.010 0.130 0.065
H -3.715461 -2.570542 -1.598818 -0.029 -0.066 -0.039
H -5.960336 -2.053745 -2.443240 0.004 -0.001 -0.010
H -6.260611 -0.400213 -4.253302 -0.007 0.018 0.031
H -4.298977 0.798234 -5.166908 -0.015 -0.015 -0.009
H -2.043791 0.286757 -4.334769 -0.040 -0.054 -0.072


no.,E_tot (eV),orbital gap (eV),LUMO (eV)
1,-60537.1366,6.774,-2.07
2,-94612.2307,5.689,-7.24